[1]
Below is the molecule C24H23ClN2O5 at a distorted geometry, with properties calculated with ωB97M-V with the def2-TZVPD basis set.

SMILES: COc1ccc([C@H]2c3c(oc4ccc(Cl)cc4c3=O)C(=O)N2CCN2CCOCC2)cc1
HOMO-LUMO gap: 7.561 eV
multiplicity: 1
charge: 0
ΔE to the lowest compared entry with this formula, charge and spin: 0.0 kJ/mol
max |F|: 0.0245 hartree/bohr
calculated total energy: -51001.13489 eV

CARTESIAN COORDINATES (ANGSTROEM)
C (-2.2316, 1.4651, 4.9213)
H (-3.2749, 1.3891, 4.5999)
O (-1.4221, 2.0297, 3.9170)
C (-1.3234, 1.3917, 2.7239)
C (-1.9490, 0.1914, 2.4048)
C (-1.7613, -0.3740, 1.1547)
C (-0.9556, 0.2344, 0.2076)
C (-0.3372, 1.4402, 0.5265)
C (-0.5180, 2.0130, 1.7650)
H (-0.0440, 2.9466, 2.0224)
H (0.2922, 1.9293, -0.2031)
C (-0.6945, -0.4288, -1.1239)
N (0.6678, -0.9312, -1.2157)
C (1.3954, -0.3925, -2.2263)
O (2.5516, -0.6310, -2.4911)
C (0.4401, 0.5242, -2.9212)
C (-0.7612, 0.5055, -2.2928)
C (-1.8843, 1.3060, -2.7380)
O (-2.9849, 1.3288, -2.2194)
C (-1.5169, 2.1048, -3.9317)
C (-2.4686, 2.9456, -4.5127)
C (-2.1470, 3.6924, -5.6245)
C (-0.8713, 3.6212, -6.1852)
C (0.0770, 2.7982, -5.6235)
C (-0.2341, 2.0348, -4.4959)
O (0.7519, 1.2445, -3.9949)
H (1.0701, 2.7246, -6.0369)
H (-0.6353, 4.2116, -7.0561)
Cl (-3.3253, 4.7285, -6.3391)
H (-3.4491, 2.9856, -4.0635)
C (1.2280, -1.8008, -0.2136)
H (0.3974, -2.2355, 0.3429)
H (1.7884, -2.5933, -0.7180)
C (2.1734, -1.0191, 0.7395)
N (2.5129, -1.6249, 1.9940)
C (3.2589, -2.8663, 1.9771)
C (2.3591, -4.1076, 2.0578)
O (1.5017, -4.0425, 3.1792)
C (0.6880, -2.8914, 3.1384)
C (1.5318, -1.6100, 3.0594)
H (0.8811, -0.7421, 2.9434)
H (2.0843, -1.5143, 4.0025)
H (0.1042, -2.9051, 4.0610)
H (-0.0041, -2.9540, 2.2838)
H (2.9602, -5.0081, 2.1948)
H (1.7609, -4.2125, 1.1401)
H (3.8761, -2.9046, 1.0796)
H (3.9139, -2.8655, 2.8568)
H (3.1030, -0.8249, 0.1968)
H (1.7068, -0.0561, 0.9635)
H (-1.4054, -1.2568, -1.2533)
H (-2.2608, -1.3031, 0.9206)
H (-2.5834, -0.3130, 3.1159)
H (-1.8682, 0.4770, 5.2215)
H (-2.1649, 2.1452, 5.7687)

Mulliken population analysis, charges in e, atoms 1 to 6:
1. C -0.84
2. H 0.33
3. O -0.47
4. C 0.86
5. C -0.41
6. C -0.85

=====

[2]
Below is the molecule C24H23ClN6O3 at a distorted geometry, with properties calculated with ωB97M-V with the def2-TZVPD basis set.

SMILES: COc1cccc(Cn2nnc3c(=O)[nH]c([C@H]4CCCN(C(=O)c5ccccc5Cl)C4)nc32)c1
HOMO-LUMO gap: 9.180 eV
multiplicity: 1
charge: 0
ΔE to the lowest compared entry with this formula, charge and spin: 0.0 kJ/mol
max |F|: 0.0271 hartree/bohr
calculated total energy: -52867.86012 eV

CARTESIAN COORDINATES (ANGSTROEM)
C (-3.5915, -0.1573, -1.8640)
H (-3.2885, -0.4885, -2.8627)
O (-3.9326, -1.2422, -1.0385)
C (-2.9664, -2.1454, -0.7168)
C (-1.6630, -2.1207, -1.1986)
C (-0.7552, -3.0932, -0.7993)
C (-1.1343, -4.0768, 0.1005)
C (-2.4356, -4.1050, 0.5756)
C (-3.3495, -3.1571, 0.1655)
H (-4.3681, -3.1675, 0.5192)
H (-2.7379, -4.8750, 1.2688)
H (-0.4124, -4.8092, 0.4260)
C (0.6551, -3.0808, -1.3372)
N (1.5955, -2.6159, -0.3506)
C (2.1842, -1.4078, -0.2691)
N (2.0109, -0.3434, -1.0839)
C (2.7361, 0.6823, -0.7699)
N (3.6208, 0.6804, 0.2573)
C (3.8593, -0.3666, 1.1831)
O (4.6807, -0.2202, 2.0498)
C (3.0321, -1.4973, 0.8425)
N (2.8884, -2.7425, 1.3564)
N (2.0499, -3.3858, 0.6523)
H (4.1348, 1.5287, 0.4655)
C (2.6181, 1.9535, -1.5696)
C (1.9317, 3.0343, -0.7117)
N (0.5722, 2.6373, -0.4292)
C (0.3458, 1.9865, 0.7386)
O (1.2251, 1.8285, 1.5671)
C (-1.0365, 1.4866, 1.0133)
C (-1.1768, 0.1545, 1.3906)
C (-2.4045, -0.3484, 1.7774)
C (-3.5156, 0.4784, 1.7851)
C (-3.3940, 1.8112, 1.4325)
C (-2.1562, 2.3126, 1.0630)
Cl (-2.0105, 4.0024, 0.7051)
H (-4.2481, 2.4696, 1.4580)
H (-4.4784, 0.0908, 2.0789)
H (-2.4898, -1.3804, 2.0777)
H (-0.3013, -0.4770, 1.3908)
C (-0.2488, 2.5520, -1.6138)
H (-0.2647, 3.5406, -2.0858)
C (0.3294, 1.5120, -2.5763)
C (1.8084, 1.7770, -2.8606)
H (1.9084, 2.6907, -3.4513)
H (2.2191, 0.9494, -3.4392)
H (0.2368, 0.5255, -2.1239)
H (-0.2348, 1.5288, -3.5100)
H (-1.2697, 2.2846, -1.3442)
H (1.9153, 3.9806, -1.2595)
H (2.4438, 3.1759, 0.2419)
H (3.6299, 2.2928, -1.8184)
H (0.9509, -4.0952, -1.6200)
H (0.7392, -2.4142, -2.1985)
H (-1.3425, -1.3574, -1.8908)
H (-2.7922, 0.4444, -1.4192)
H (-4.4932, 0.4473, -1.9448)

Mulliken population analysis, charges in e, atoms 1 to 6:
1. C -0.45
2. H 0.39
3. O -0.45
4. C 0.55
5. C 0.12
6. C 0.75

=====

[3]
Below is a structure of composition C24H23F6N8O9RuS5, with properties calculated with ωB97M-V with the def2-TZVPD basis set.

⟨S²⟩: 0.754
HOMO-LUMO gap (spin up / spin down): 8.368 / 7.456 eV
multiplicity: 2
charge: 0
ΔE to the lowest compared entry with this formula, charge and spin: 45.4 kJ/mol
max |F|: 0.0100 hartree/bohr
calculated total energy: -128675.88211 eV

CARTESIAN COORDINATES (ANGSTROEM)
Ru (-0.3470, -0.2804, 0.1780)
N (-0.2978, 3.2798, 0.1547)
C (-1.4673, 2.6424, 0.3390)
N (-1.6361, 1.3341, 0.3263)
C (-2.9650, 0.9893, 0.5792)
C (-3.8048, 2.0292, 0.7315)
S (-2.9409, 3.5132, 0.5899)
C (-3.2427, -0.4372, 0.6577)
C (-4.4169, -1.0885, 0.7287)
S (-4.1461, -2.8001, 0.7415)
C (-2.4393, -2.5385, 0.6089)
N (-2.1201, -1.2510, 0.6064)
N (-1.5541, -3.5160, 0.4869)
H (0.5666, 2.8127, 0.4461)
H (-0.2945, 4.2724, 0.3252)
H (-4.8622, 2.0109, 0.9299)
H (-5.4126, -0.6816, 0.7549)
H (-1.8134, -4.4795, 0.3556)
H (-0.5644, -3.2893, 0.5506)
C (6.8147, -0.4104, 3.3003)
C (5.3697, -0.7242, 3.0345)
C (4.9029, -0.8984, 1.7346)
C (3.5689, -1.1672, 1.4859)
C (2.6988, -1.2762, 2.5632)
C (3.1411, -1.1350, 3.8726)
C (4.4752, -0.8522, 4.0963)
S (0.9962, -1.5077, 2.2592)
O (0.8470, -2.0515, 0.8761)
O (0.4210, -2.2496, 3.3397)
N (0.2989, -0.0891, 2.0133)
C (0.4211, 0.9887, 2.9711)
C (1.5120, 2.0309, 2.6383)
O (1.8108, 2.8153, 3.5148)
O (1.9661, 2.0616, 1.4212)
H (7.3802, -0.3346, 2.3734)
H (7.2728, -1.1850, 3.9173)
H (6.9088, 0.5350, 3.8363)
H (5.5937, -0.8283, 0.9040)
H (3.2134, -1.3301, 0.4776)
H (2.4472, -1.2543, 4.6940)
H (4.8313, -0.7305, 5.1119)
H (0.6139, 0.6099, 3.9756)
H (-0.5288, 1.5276, 3.0247)
O (1.3146, 0.7039, -0.4547)
H (1.7098, 1.2455, 0.4478)
H (1.9221, 0.0626, -0.8565)
F (3.0695, -4.5992, -3.9598)
C (2.5976, -3.3983, -3.6745)
F (3.4166, -2.4794, -4.1847)
F (1.3969, -3.2594, -4.2660)
S (2.4503, -3.1188, -1.8495)
O (2.1313, -1.7127, -1.7811)
O (3.6921, -3.5669, -1.3030)
N (1.1585, -3.9073, -1.4065)
S (1.0230, -5.4641, -1.1537)
O (-0.3858, -5.7462, -1.0573)
O (1.8602, -6.2923, -1.9618)
C (1.6091, -5.7226, 0.5810)
F (0.8562, -5.0079, 1.4319)
F (1.4724, -7.0116, 0.8887)
F (2.8745, -5.3717, 0.7437)
N (-1.1688, -1.7647, -3.6834)
C (-0.9194, -1.8124, -2.3657)
N (-0.7714, -0.6154, -1.8445)
C (-0.8963, 0.2863, -2.9044)
C (-0.7505, 1.6703, -2.9489)
C (-0.9103, 2.2837, -4.1751)
C (-1.1931, 1.5498, -5.3373)
C (-1.3103, 0.1756, -5.3094)
C (-1.1499, -0.4362, -4.0717)
H (-1.2202, -2.5715, -4.2816)
H (-0.8062, -2.7401, -1.8252)
H (-0.4770, 2.2315, -2.0690)
H (-0.7962, 3.3571, -4.2491)
H (-1.3039, 2.0721, -6.2781)
H (-1.5037, -0.3958, -6.2071)

Mulliken population analysis, charges in e, atoms 1 to 6:
1. Ru 1.56
2. N -0.15
3. C -0.18
4. N 0.97
5. C -0.77
6. C -0.46